DFT (ωB97M-V/def2-TZVPD) results for a 13-piece molecular cluster, C27H82BNO16PS12 overall in a non-equilibrium geometry.

XYZ file:
```
140
Properties=species:S:1:pos:R:3:forces:R:3:mulliken_charge:R:1
O 2.992 4.183 -3.817 6.05 5.54 -2.99 -0.358
C 3.831 5.135 -4.232 -4.31 -3.56 2.28 -0.218
C 5.141 4.941 -5.197 -0.94 2.39 0.21 -0.419
N 5.553 3.506 -5.441 0.52 -0.40 1.13 0.151
C 7.041 3.326 -5.707 2.23 -0.78 0.31 -0.621
B 7.649 4.303 -6.883 1.12 2.78 -2.10 0.722
O 7.915 3.914 -8.291 -2.54 0.72 3.15 -0.489
O 8.012 5.699 -6.484 -2.34 -2.47 -0.84 -0.556
P 4.593 2.674 -6.721 -7.60 -2.42 -0.35 0.336
O 3.053 2.510 -6.353 5.51 1.03 -0.82 -0.527
H 3.613 6.243 -3.845 0.73 -2.25 -1.14 0.277
H 4.863 5.424 -6.250 0.51 -0.88 2.27 0.379
H 6.019 5.576 -4.695 -1.77 -1.67 -1.18 0.434
H 5.356 2.956 -4.551 -0.19 0.67 -1.11 0.421
H 7.603 3.625 -4.702 -1.15 -0.87 -2.15 0.286
H 7.290 2.209 -6.043 -0.84 2.24 1.15 0.247
H 7.029 3.742 -8.731 1.67 -0.10 0.46 0.309
H 7.237 6.324 -6.628 1.65 -0.96 0.03 0.333
H 5.114 1.332 -6.892 0.53 0.81 0.23 0.143
H 4.623 3.376 -8.001 0.93 0.10 1.21 0.119
C -0.164 3.586 0.192 -0.01 -0.01 0.01 -0.865
S 1.493 2.894 -0.028 -0.22 -0.01 0.13 0.538
O 2.480 3.991 0.247 -0.23 -0.01 -0.30 -0.639
C 1.378 2.704 -1.823 -0.07 0.06 -0.03 -0.781
H -0.304 3.821 1.250 0.12 -0.02 -0.16 0.214
H -0.270 4.499 -0.399 0.13 -0.02 0.02 0.327
H -0.910 2.850 -0.116 0.17 -0.07 0.10 0.395
H 1.177 3.671 -2.290 0.04 -0.09 0.14 0.104
H 0.581 1.998 -2.065 0.05 0.01 0.14 0.434
H 2.330 2.315 -2.193 -0.12 0.07 0.14 0.283
C -1.455 1.681 3.867 0.11 0.01 0.00 -0.696
S -1.606 0.206 2.831 -0.37 0.14 0.05 0.589
O -0.821 0.453 1.577 -0.13 0.12 0.01 -0.568
C -3.356 0.439 2.431 -0.06 0.17 -0.23 -0.822
H -0.419 1.763 4.205 -0.10 -0.10 -0.09 0.363
H -1.719 2.571 3.291 0.02 -0.12 -0.06 -0.076
H -2.112 1.587 4.735 -0.01 -0.03 -0.05 0.372
H -3.502 1.406 1.944 0.19 0.09 0.11 0.320
H -3.949 0.386 3.347 0.14 -0.05 0.00 0.358
H -3.666 -0.359 1.753 0.21 0.11 0.27 0.200
C -1.502 -4.833 4.817 -0.16 0.01 -0.06 -0.780
S -0.142 -3.880 5.534 -0.28 0.47 0.22 0.424
O -0.746 -2.763 6.333 0.28 -0.59 -0.51 -0.598
C 0.437 -3.178 3.970 -0.05 0.08 -0.10 -0.534
H -2.038 -5.335 5.626 0.17 0.11 -0.01 0.348
H -2.187 -4.167 4.287 0.10 0.05 0.04 0.168
H -1.101 -5.583 4.131 0.03 0.06 0.05 0.358
H -0.368 -2.615 3.492 -0.01 -0.03 0.11 -0.053
H 0.774 -3.983 3.312 -0.02 0.00 0.10 0.351
H 1.274 -2.508 4.179 -0.13 -0.12 0.10 0.323
C 4.137 -3.211 -7.180 0.19 0.05 -0.14 -1.013
S 3.785 -1.522 -6.639 -0.33 -0.41 0.24 0.585
O 4.811 -0.624 -7.265 0.30 0.19 0.18 -0.676
C 4.265 -1.776 -4.913 0.16 0.07 -0.01 -0.861
H 3.942 -3.280 -8.253 -0.02 0.12 0.16 0.327
H 5.184 -3.456 -6.986 -0.08 0.10 0.01 0.321
H 3.484 -3.908 -6.650 0.00 0.17 -0.01 0.383
H 5.304 -2.109 -4.860 -0.08 0.00 -0.10 0.319
H 3.608 -2.520 -4.458 0.01 0.10 -0.10 0.370
H 4.161 -0.828 -4.381 -0.10 -0.09 -0.14 0.236
C -0.351 8.949 2.220 -0.06 0.03 0.12 -0.925
S -0.409 7.426 1.244 0.15 -0.15 0.32 0.489
O -0.820 6.316 2.165 0.19 0.41 -0.29 -0.557
C 1.379 7.296 0.998 0.02 -0.09 -0.01 -0.244
H -1.369 9.207 2.522 0.10 -0.12 -0.10 0.337
H 0.264 8.799 3.111 -0.02 -0.09 -0.11 0.218
H 0.061 9.757 1.611 -0.04 -0.11 -0.01 0.378
H 1.887 7.248 1.964 -0.12 0.02 -0.03 -0.134
H 1.733 8.159 0.430 -0.11 0.00 0.06 0.381
H 1.586 6.383 0.435 -0.08 0.00 0.11 0.060
C -0.076 4.753 -5.430 0.07 0.02 0.12 -0.664
S 0.647 5.314 -6.990 -0.24 -0.06 0.10 0.572
O 1.684 6.347 -6.662 -0.01 -0.19 0.12 -0.645
C -0.825 6.188 -7.574 0.04 0.17 0.01 -1.016
H 0.687 4.206 -4.870 -0.02 0.05 -0.20 -0.062
H -0.409 5.612 -4.842 0.05 0.01 -0.13 0.353
H -0.918 4.089 -5.635 0.10 0.06 -0.07 0.460
H -1.112 6.958 -6.854 0.10 -0.08 -0.01 0.306
H -1.643 5.476 -7.708 0.14 -0.01 0.02 0.363
H -0.594 6.657 -8.532 0.06 -0.12 0.14 0.345
C 3.755 5.538 4.479 0.07 -0.05 -0.05 -0.815
S 3.403 7.228 5.020 0.41 0.13 -0.11 0.562
O 4.429 8.125 4.394 -0.41 -0.47 0.27 -0.631
C 3.883 6.974 6.746 0.06 0.02 0.08 -0.970
H 3.560 5.469 3.406 -0.03 0.09 0.13 0.180
H 4.802 5.293 4.673 -0.07 0.13 0.02 0.351
H 3.102 4.841 5.009 0.00 0.11 -0.04 0.339
H 4.922 6.640 6.799 -0.08 0.05 -0.11 0.321
H 3.226 6.229 7.201 0.00 0.07 -0.09 0.342
H 3.779 7.922 7.278 -0.03 -0.09 -0.18 0.316
C -4.429 -4.449 0.306 -0.10 0.16 -0.09 -0.809
S -3.069 -3.496 1.023 -0.31 -0.26 -0.31 0.620
O -3.672 -2.379 1.821 0.09 -0.38 -0.25 -0.634
C -2.489 -2.794 -0.541 0.09 0.15 -0.03 -1.027
H -4.965 -4.951 1.115 0.18 -0.02 -0.06 0.085
H -5.114 -3.783 -0.224 0.12 0.18 0.13 0.382
H -4.027 -5.199 -0.380 -0.01 0.12 0.28 0.389
H -3.294 -2.231 -1.019 -0.01 -0.07 0.12 0.316
H -2.153 -3.599 -1.199 -0.07 -0.03 0.15 0.384
H -1.652 -2.124 -0.333 -0.10 -0.05 0.11 0.311
C -4.507 4.083 3.993 0.01 -0.07 -0.10 -0.633
S -4.628 4.036 5.798 0.10 -0.42 0.07 0.489
O -4.106 2.705 6.251 -0.29 0.53 -0.37 -0.593
C -6.435 3.961 5.860 -0.09 -0.09 0.00 -0.933
H -3.450 4.096 3.717 -0.13 0.06 0.15 0.058
H -4.983 3.198 3.564 0.01 0.02 0.12 0.235
H -4.989 4.988 3.618 0.06 -0.04 0.09 0.419
H -6.792 3.084 5.315 0.12 0.04 0.03 0.296
H -6.854 4.870 5.423 0.10 -0.04 0.04 0.342
H -6.744 3.887 6.906 0.17 0.02 -0.12 0.330
C -3.530 -8.780 1.735 0.05 -0.11 -0.02 -0.877
S -2.385 -8.199 0.461 -0.29 -0.18 -0.06 0.569
O -2.973 -6.959 -0.143 0.28 -0.51 0.09 -0.704
C -2.685 -9.560 -0.693 -0.05 -0.03 -0.05 -1.066
H -3.537 -8.055 2.552 0.01 -0.04 -0.25 0.182
H -4.537 -8.868 1.320 0.20 0.16 0.03 0.265
H -3.194 -9.748 2.114 0.15 0.05 -0.12 0.480
H -3.744 -9.600 -0.957 0.06 0.15 0.09 0.383
H -2.377 -10.503 -0.234 0.11 0.13 0.02 0.374
H -2.093 -9.388 -1.595 -0.02 0.05 0.17 0.317
C 1.438 -9.574 1.120 -0.05 0.08 0.05 -0.850
S 1.363 -11.277 0.515 -0.38 -0.09 0.13 0.474
O -0.078 -11.694 0.518 0.57 0.29 0.12 -0.582
C 2.149 -12.024 1.963 -0.04 -0.05 0.09 -0.929
H 0.963 -8.922 0.383 0.02 -0.18 0.05 0.236
H 0.907 -9.491 2.072 0.00 -0.09 -0.09 0.273
H 2.482 -9.277 1.245 -0.05 -0.09 -0.04 0.401
H 1.574 -11.790 2.862 -0.02 0.02 -0.13 0.301
H 3.169 -11.645 2.061 -0.08 -0.01 -0.08 0.358
H 2.177 -13.107 1.823 -0.05 0.17 -0.09 0.319
C -6.574 -5.954 4.456 0.04 0.09 -0.03 -0.881
S -6.725 -7.429 3.420 -0.01 0.22 -0.22 0.509
O -5.940 -7.183 2.166 -0.51 0.18 0.51 -0.526
C -8.475 -7.197 3.020 -0.06 0.03 -0.08 -1.035
H -5.538 -5.872 4.794 -0.12 -0.10 -0.09 0.221
H -6.838 -5.064 3.880 0.02 -0.12 -0.03 0.292
H -7.231 -6.049 5.324 0.05 -0.07 -0.08 0.404
H -8.621 -6.230 2.533 0.12 -0.06 0.04 0.309
H -9.068 -7.250 3.936 0.11 -0.03 -0.04 0.408
H -8.785 -7.995 2.342 0.15 0.06 0.11 0.327
```
Positions in Å, forces in eV/Å.

Gap between HOMO and LUMO: 5.751 eV
Maximum force: 8.735 eV Å⁻¹
Total charge: +1
HOMO energy: -9.5 eV